# 1
Formula: C22H22N2O4
Source: the Open Molecules 2025 dataset
Level of theory: the ωB97M-V functional and the def2-TZVPD basis

Geometry as XYZ:
```
50
Properties=species:S:1:pos:R:3
O 8.35776 -1.33500 0.84702
C 7.17076 -1.71600 0.43002
C 6.70276 -3.03800 0.64602
C 5.17876 -3.30600 0.37902
C 4.52276 -2.30400 -0.09898
O 3.25576 -2.60100 -0.59398
C 4.96876 -1.05000 -0.40398
C 6.29976 -0.72800 -0.08098
H 9.04476 -1.86000 0.43402
H 7.28176 -3.81800 1.13702
H 4.94776 -4.41800 0.57502
H 2.90176 -2.22000 -1.27298
H 4.51976 -0.36600 -1.00698
H 6.60476 0.22500 -0.24598
O 0.19476 -2.59500 -0.97298
C -0.71424 -1.96800 -0.22898
C -0.53224 -1.66800 1.18202
C -1.64724 -0.84600 1.86202
C -2.86824 -0.62500 1.24102
O -3.81824 0.11500 1.74402
C -3.01724 -1.01000 -0.13198
C -1.96324 -1.62800 -0.82498
H 1.07976 -2.49500 -0.49998
H 0.30876 -1.90300 1.81402
H -1.44224 -0.62100 3.00102
H -3.54924 0.93700 2.38802
H -3.91924 -0.67300 -0.72598
H -2.14224 -1.64600 -1.81398
C -3.21024 0.66400 -3.94998
C -2.10924 -0.23300 -4.06898
C -0.86624 0.09900 -3.60998
N -0.53724 1.37400 -3.41898
C -1.49624 2.36800 -3.33898
C -2.84924 2.04600 -3.72498
H -4.24624 0.38900 -4.15998
H -2.30824 -1.35100 -4.39798
H -0.05024 -0.67300 -3.42498
H -1.27124 3.35500 -3.18498
H -3.73024 2.76600 -3.95998
C -4.05324 3.14900 3.83102
C -4.10024 3.88400 2.56002
C -3.06624 3.80100 1.57602
N -2.09124 3.07700 1.89602
C -2.01324 2.29300 3.00002
C -2.95424 2.34700 4.04302
H -4.90124 3.32300 4.57002
H -4.90524 4.76300 2.39202
H -3.17324 4.39300 0.81702
H -0.97924 1.78200 2.96802
H -2.81524 1.54500 4.80902
```

Calculated values
Kohn-Sham gap = 8.1 eV
ΔE to the lowest compared entry with this formula, charge and spin = 219.4 kcal/mol
Calculated total energy = -1261.73935 hartree
Structure (SMILES) = Oc1ccc(O)cc1.Oc1ccc(O)cc1.c1ccncc1.c1ccncc1
E_HOMO = -0.27712 Eh
LUMO energy = 0.553 eV

In elementary charge units, the Mulliken charges are: -0.50, 0.16, -0.27, -0.53, 0.55, -0.46, -0.60, -0.53, 0.34, 0.36, 0.30, 0.22, 0.41, 0.50, -0.54, 0.40, -0.67, -0.16, 0.34, -0.68, -0.45, -0.62, 0.28, 0.46, 0.28, 0.32, 0.30, 0.75, -0.25, -0.23, -0.02, -0.53, -0.46, -0.19, 0.42, 0.31, 0.28, 0.45, 0.26, -0.07, -0.10, -0.30, -0.51, -0.46, -0.35, 0.31, 0.20, 0.57, 0.47, 0.25

# 2
Formula: F3HN2
Source: the Open Molecules 2025 dataset
Level of theory: the ωB97M-V functional and the def2-TZVPD basis

Geometry as XYZ:
```
6
Properties=species:S:1:pos:R:3
N -1.26512 0.60440 -0.58548
N -0.21817 0.46004 0.07393
F -0.97031 1.31383 -1.72615
F 1.33121 -1.49197 0.38237
F -0.59355 -0.39209 1.07416
H 1.71595 -0.49422 0.78118
```

Calculated values
Kohn-Sham gap = 12.4 eV
ΔE to the lowest compared entry with this formula, charge and spin = 26.5 kcal/mol
Calculated total energy = -409.50593 hartree
E_HOMO = -0.46899 Eh
LUMO energy = -0.362 eV

In elementary charge units, the Mulliken charges are: -0.04, 0.20, -0.11, -0.44, -0.08, 0.47

# 3
Formula: C3H6Cl2P
Source: the Open Molecules 2025 dataset
Level of theory: the ωB97M-V functional and the def2-TZVPD basis

Geometry as XYZ:
```
12
Properties=species:S:1:pos:R:3
C 1.40325 0.03495 -1.23249
C 0.09498 0.10912 -1.37489
C -0.10949 0.05325 1.67285
P -0.97627 0.03443 0.10018
Cl -1.98632 -1.66325 -0.00461
Cl -2.27686 1.49331 0.24429
H 2.00483 -0.13969 -2.24840
H 2.08642 -0.04187 -0.39383
H -0.34349 0.24285 -2.45193
H -0.82935 -0.49769 2.18225
H 0.25067 1.03720 1.87864
H 0.68164 -0.66261 1.62794
```

Calculated values
Kohn-Sham gap = 11.5 eV
ΔE to the lowest compared entry with this formula, charge and spin = 0.0 kcal/mol
Calculated total energy = -1379.38609 hartree
E_HOMO = -0.57715 Eh
Total charge = +1
LUMO energy = -4.200 eV

In elementary charge units, the Mulliken charges are: -0.52, -0.07, -1.10, 0.93, -0.11, -0.10, 0.22, 0.27, 0.27, 0.40, 0.41, 0.40

# 4
Formula: C32H83BrN5O17
Source: the Open Molecules 2025 dataset
Level of theory: the ωB97M-V functional and the def2-TZVPD basis

Geometry as XYZ:
```
138
Properties=species:S:1:pos:R:3
O -0.09527 1.46741 0.10442
H 0.32580 0.83645 -0.54585
C 4.52537 -1.88756 -2.50547
O 5.16482 -0.85567 -1.69638
C 4.77616 0.42690 -2.11683
C 3.51576 1.01595 -1.34022
N 3.80239 1.15848 0.09929
H 2.91730 1.30541 0.63772
H 4.16026 0.31544 0.66694
C 4.74238 2.32733 0.45384
C 4.08483 3.72604 0.49524
O 4.08995 4.18418 -0.83378
C 3.55521 5.52615 -0.87939
H 5.24751 -2.20281 -3.27184
H 3.53829 -1.56958 -2.82359
H 4.28555 -2.75595 -1.90214
H 4.59291 0.43995 -3.21245
H 5.64978 1.04364 -2.03701
H 2.69258 0.30332 -1.34015
H 3.30416 2.01688 -1.69888
H 5.64584 2.44159 -0.16958
H 5.08679 2.11798 1.45247
H 4.79934 4.25144 1.10998
H 3.07583 3.71303 0.95733
H 4.06596 6.18756 -0.13659
H 2.45328 5.54505 -0.70629
H 3.62849 5.79677 -1.90439
C 3.45279 2.74382 3.72316
O 2.54282 2.24297 2.71597
C 1.27928 2.88618 2.66908
C 0.26652 2.00704 3.49711
N 0.17926 0.60271 3.02365
H -0.45025 0.48531 2.25282
H 1.07506 0.26899 2.61979
C -0.14558 -0.36565 4.09953
C -0.23391 -1.82588 3.70173
O 0.73274 -2.48847 4.49293
C 0.79798 -3.89632 4.31035
H 3.23776 2.37021 4.73561
H 3.45546 3.84538 3.72828
H 4.43870 2.48311 3.34726
H 1.00895 2.95090 1.63799
H 1.21035 3.83659 3.20749
H -0.79729 2.34500 3.50588
H 0.68134 1.98623 4.54161
H -1.02512 0.01255 4.65285
H 0.58877 -0.20962 4.85782
H -0.18551 -2.04693 2.64327
H -1.29137 -2.21148 3.96934
H 1.51752 -4.30837 5.02484
H 1.10018 -4.11814 3.26317
H -0.18120 -4.42272 4.51064
C -0.47098 -7.66252 -0.59779
O -0.15173 -6.36522 -1.02579
C 1.08486 -6.15820 -1.65881
C 1.27493 -4.64089 -1.82736
N 0.89574 -3.99896 -0.54330
H -0.07232 -3.71208 -0.55467
H 0.85728 -4.78341 0.13649
C 1.71085 -2.83161 0.06037
C 2.91533 -3.35987 0.79941
O 3.70646 -4.13829 -0.06966
C 5.11226 -4.07771 0.29429
H -1.15161 -7.59914 0.23499
H 0.44443 -8.20152 -0.41386
H -1.06148 -8.16173 -1.38703
H 1.10745 -6.64299 -2.68863
H 1.89443 -6.56619 -1.03037
H 0.71895 -4.26297 -2.66941
H 2.34989 -4.45493 -1.91909
H 0.98448 -2.33039 0.66840
H 1.86584 -2.12530 -0.74145
H 2.70613 -3.85902 1.78996
H 3.41449 -2.47829 1.16650
H 5.12607 -4.18872 1.34983
H 5.46442 -3.12264 -0.07855
H 5.59117 -4.94208 -0.19927
C -8.49028 0.45434 1.11061
O -7.23233 0.69334 0.52003
C -6.27459 -0.32941 0.59440
C -5.26144 0.20871 -0.52113
N -3.93220 -0.48174 -0.78939
H -3.22397 0.05559 -0.35134
H -3.83035 -1.38494 -0.30770
C -3.68554 -0.74900 -2.22716
C -2.47178 -1.66297 -2.42308
O -2.62781 -2.95914 -1.86775
C -2.89314 -4.00342 -2.76561
H -9.04637 1.33606 0.95316
H -8.26514 0.49417 2.19846
H -8.97488 -0.49471 0.74874
H -6.66954 -1.31013 0.21412
H -5.74512 -0.45779 1.58491
H -5.03759 1.25593 -0.23102
H -5.82905 0.09616 -1.42407
H -3.62821 0.22404 -2.72748
H -4.56150 -1.33030 -2.56098
H -1.67371 -1.03315 -1.95865
H -2.14298 -1.68171 -3.47139
H -2.69457 -4.92880 -2.26228
H -2.23867 -3.93036 -3.64522
H -3.93745 -4.02805 -3.14406
C -3.64786 3.21932 -4.53597
O -2.91262 2.51459 -3.49821
C -1.63251 3.05516 -3.17864
C -1.46501 4.23848 -2.29542
N -1.66204 3.89619 -0.86515
H -0.74126 2.16936 -0.04191
H -1.17993 4.50454 -0.24771
C -3.02119 3.76039 -0.41424
C -3.70993 5.07116 -0.27808
O -3.13206 5.91679 0.65440
C -3.51453 5.69204 1.97276
H -3.95843 4.18168 -4.12235
H -4.61148 2.72693 -4.72447
H -3.04612 3.24234 -5.45677
H -1.06327 3.31352 -4.09766
H -1.09514 2.21184 -2.71822
H -2.22812 4.89796 -2.70179
H -0.44238 4.67342 -2.47276
H -3.07597 3.24339 0.56014
H -3.53937 3.08825 -1.06422
H -4.72634 4.91217 -0.05078
H -3.72864 5.65858 -1.21264
H -4.63501 5.76494 2.06644
H -3.07594 6.43885 2.61442
H -3.22951 4.73184 2.42295
Br -2.67480 0.51871 2.15161
O 0.31874 -0.10022 -3.68330
C 0.55208 -1.09160 -2.76457
O 0.82974 -2.23842 -3.26389
O 0.42440 -0.81802 -1.60404
H 0.17518 -0.74983 -4.34241
O 3.52621 -0.82270 4.00266
C 3.44788 -0.68434 2.72085
O 4.56184 -0.42617 2.11899
O 2.33962 -0.79157 2.13355
H 2.73819 -1.35636 4.28650
```

Calculated values
Kohn-Sham gap = 8.8 eV
Calculated total energy = -5395.52474 hartree
E_HOMO = -0.38526 Eh
Total charge = +1
LUMO energy = -1.676 eV

Atom charges from the Mulliken analysis, given in e for atoms 1 to 99: 0.59, -0.24, 0.06, -0.37, -1.08, 0.37, 1.18, -1.00, 0.43, -1.18, -0.15, -0.39, -0.68, 0.37, 0.16, -0.38, 0.46, 0.51, -0.44, 0.54, 0.53, 0.53, 0.50, 0.14, 0.32, 0.18, 0.31, -1.14, 0.58, -0.57, -0.87, 2.52, -0.39, -1.26, -1.20, -0.01, -0.35, -0.53, 0.30, 0.36, 0.28, 0.15, 0.41, 0.38, 0.34, 0.48, 0.75, -0.22, 0.49, 0.29, 0.01, 0.32, -0.80, -0.23, -0.87, -0.11, 0.06, 0.46, 0.49, 0.46, -0.09, -0.31, -0.85, 0.25, 0.33, 0.26, 0.41, 0.48, 0.45, -0.16, -0.40, -0.52, 0.12, 0.23, 0.42, 0.26, 0.22, -0.77, -0.28, -0.61, -0.02, 0.78, -0.55, 0.48, -0.89, 0.46, -0.31, -0.76, 0.26, 0.33, 0.27, 0.37, 0.30, -0.06, 0.33, 0.36, 0.46, -0.76, 0.43

# 5
Formula: C40H58N2O3PtSi4Te2
Source: the Open Molecules 2025 dataset
Level of theory: the ωB97M-V functional and the def2-TZVPD basis

Geometry as XYZ:
```
110
Properties=species:S:1:pos:R:3
Pt 0.52429 0.46626 -1.57458
O 1.80859 4.37716 -1.32268
C 1.58989 3.21016 -1.54888
O 1.98389 2.20346 -0.93848
C -0.71151 3.04276 -1.92468
C -1.23221 4.30496 -1.65168
C -2.37911 4.39006 -0.87858
C -2.97921 3.22346 -0.42268
C -2.39071 2.01396 -0.73118
N -1.27381 1.92606 -1.44778
H -0.74851 5.18556 -2.04188
H -2.78331 5.35646 -0.61958
H -3.88431 3.25146 0.16152
H -2.83511 1.08476 -0.40258
C 3.91899 6.59726 6.00492
C 3.19199 5.89526 4.90482
C 2.97489 6.50886 3.67932
C 2.31409 5.85776 2.64892
C 2.09669 6.56106 1.34632
C 1.84059 4.55856 2.86752
Te 0.88789 3.57516 1.25022
N 0.52979 2.86876 -2.55838
C 0.84849 2.88316 -3.90548
O 1.94089 3.19546 -4.29928
C -0.21381 2.31006 -4.78328
C -0.46831 0.94656 -4.67778
C -1.34821 0.33966 -5.55508
C -1.98151 1.09406 -6.52978
C -1.74151 2.45466 -6.62148
C -0.84431 3.06546 -5.76238
C -0.90821 2.91266 2.23722
C -1.28321 1.56876 2.24432
C -0.36281 0.48586 1.77362
C -2.54131 1.22056 2.72232
C -3.43561 2.17066 3.18472
C -4.80171 1.78536 3.65522
C -3.04141 3.50406 3.17312
C -1.79561 3.88716 2.70382
C -1.41441 5.33346 2.68322
C 2.08229 3.90606 4.07832
C 1.66129 2.48876 4.30002
C 2.74379 4.59056 5.08292
H 4.16639 7.61546 5.71902
H 4.84259 6.07136 6.24562
H 3.30929 6.62276 6.90702
H 3.33279 7.51686 3.52362
H 2.74689 7.42856 1.26392
H 1.06529 6.90966 1.26672
H 2.29929 5.90266 0.50052
H 0.07219 0.36136 -3.92528
H -1.52391 -0.72394 -5.50408
H -2.65541 0.61646 -7.22518
H -2.24301 3.03536 -7.38068
H -0.63731 4.12266 -5.84418
H 0.36959 0.86226 1.04792
H -0.92861 -0.32184 1.31122
H 0.19149 0.06436 2.61282
H -2.82031 0.17736 2.72832
H -4.92801 0.70706 3.66072
H -5.56201 2.21446 3.00512
H -4.98541 2.16106 4.65852
H -3.72481 4.26026 3.53162
H -2.27721 5.97026 2.86022
H -0.97251 5.59216 1.71592
H -0.67021 5.54046 3.45272
H 1.80619 1.89926 3.39202
H 0.60939 2.44096 4.57942
H 2.24089 2.04166 5.10222
H 2.93149 4.08776 6.02022
C -1.82371 -4.54894 -3.71418
Si -1.73961 -5.64754 -2.15268
C -3.05521 -4.98274 -0.93268
C -2.11441 -7.47674 -2.58508
Si 0.38749 -5.54784 -1.15718
Te 0.65989 -1.95904 -1.36538
Si 2.47059 -5.69384 -2.34888
C 2.90519 -7.55164 -2.43578
C 1.99679 -5.01254 -4.06158
C 3.90389 -4.65244 -1.65268
Si 0.71369 -5.66104 1.20932
C 0.44689 -7.49774 1.66232
C -0.64481 -4.57174 1.98602
C 2.40629 -4.99284 1.77182
H -2.79031 -4.62074 -4.20518
H -1.06841 -4.82504 -4.44128
H -1.66351 -3.50684 -3.45268
H -4.04771 -4.99574 -1.37428
H -2.83511 -3.95664 -0.65468
H -3.09911 -5.57564 -0.02518
H -3.10951 -7.61194 -2.99838
H -2.04281 -8.10394 -1.70108
H -1.40451 -7.85534 -3.31468
H 2.06649 -8.12814 -2.81368
H 3.16649 -7.94714 -1.45948
H 3.74819 -7.73094 -3.09708
H 1.19049 -5.57924 -4.51268
H 2.84229 -5.05164 -4.74158
H 1.68099 -3.97664 -3.99228
H 4.17929 -4.94114 -0.64568
H 3.64019 -3.59964 -1.63388
H 4.79019 -4.75624 -2.27338
H -0.55201 -7.81894 1.38102
H 0.55929 -7.66894 2.72922
H 1.15599 -8.14024 1.14962
H -1.63351 -4.86614 1.65502
H -0.50351 -3.52894 1.72042
H -0.62871 -4.64324 3.07002
H 3.22689 -5.58884 1.38892
H 2.48099 -4.99424 2.85602
H 2.54479 -3.97064 1.43332
```

Calculated values
Kohn-Sham gap (alpha / beta) = 3.3 / 3.0 eV
Calculated total energy = -3707.31369 hartree
2S+1 = 2
E_HOMO (alpha / beta) = -0.31427 / -0.31407 Eh
Total charge = +1
LUMO energy (alpha / beta) = -5.268 / -5.501 eV

Atom charges from the Mulliken analysis, given in e for atoms 1 to 99: 1.09, -0.64, 0.25, -0.66, 0.35, -0.64, -0.44, -0.47, -0.63, -0.44, 0.53, 0.45, 0.45, 0.43, -1.57, 0.68, -1.02, 0.70, -1.57, -0.02, 0.83, 0.50, -0.20, -0.59, 0.82, -0.09, -0.82, -0.50, -0.71, -0.29, 0.25, 0.72, -2.01, -0.72, 0.77, -1.63, -0.96, 1.24, -1.72, 1.21, -1.61, -0.93, 0.36, 0.34, 0.35, 0.35, 0.47, 0.25, 0.18, 0.35, 0.46, 0.41, 0.40, 0.48, -0.02, 0.48, 0.41, 0.37, 0.39, 0.33, 0.36, 0.43, 0.48, 0.12, 0.35, 0.18, 0.30, 0.48, 0.46, -0.92, 0.63, -1.11, -1.13, -0.32, 0.03, 0.53, -1.11, -0.98, -0.96, 0.53, -1.10, -0.74, -1.06, 0.42, 0.31, 0.16, 0.39, 0.34, 0.31, 0.37, 0.35, 0.34, 0.35, 0.34, 0.38, 0.27, 0.41, 0.28, 0.30

# 6
Formula: C3H11NOP
Source: the Open Molecules 2025 dataset
Level of theory: the ωB97M-V functional and the def2-TZVPD basis

Geometry as XYZ:
```
17
Properties=species:S:1:pos:R:3
C 0.34021 0.72714 2.35355
C 0.24020 0.87721 0.89994
N -0.43171 -0.26986 0.26563
C -0.89014 0.02229 -1.35590
O -2.02925 -0.81771 -1.43979
P 0.56829 -0.55493 -2.21363
H 0.72418 -0.25742 2.68353
H 1.11079 1.41367 2.70817
H -0.64618 0.93261 2.82934
H 1.15469 0.92332 0.31971
H -0.43250 1.78613 0.68595
H -1.29573 -0.45326 0.65709
H 0.11948 -1.05454 0.26408
H -2.52223 -0.51622 -2.13994
H 1.44246 -1.72800 -2.24580
H 1.60525 0.31796 -1.89756
H 0.14075 -0.37080 -3.60961
```

Calculated values
Kohn-Sham gap = 9.2 eV
ΔE to the lowest compared entry with this formula, charge and spin = 120.8 kcal/mol
Calculated total energy = -591.85562 hartree
Structure (SMILES) = CC[NH2+]C(O)=[PH3]
E_HOMO = -0.47622 Eh
Total charge = +1
LUMO energy = -3.787 eV

In elementary charge units, the Mulliken charges are: -1.20, -0.16, -0.28, -0.07, -0.44, 0.00, 0.35, 0.37, 0.34, 0.27, 0.30, 0.30, 0.37, 0.39, 0.13, 0.15, 0.18